Record 1
# C37H36GdN7O2

C37H36GdN7O2 as an isolated structure in a non-equilibrium geometry (wB97M-V/def2-TZVPD, the Open Molecules 2025 dataset).

Summary:
Total energy (eV): -74299.9532
Kohn-Sham gap (alpha / beta) (eV): 7.142 / 8.366
Spin multiplicity: 8
Charge: +2
M (g/mol): 767.992

```
83
C37H36GdN7O2, DFT wB97M-V/def2-TZVPD
Gd -0.203 0.543 -0.020
C -3.175 2.048 -1.143
C -4.021 0.796 -1.251
C -3.693 -0.415 -0.409
C -4.713 -1.323 -0.147
C -4.455 -2.470 0.578
C -3.166 -2.696 1.045
C -2.211 -1.759 0.752
N -2.451 -0.641 0.038
N -1.779 1.982 -1.631
C -1.267 3.369 -1.670
C -1.031 3.935 -0.296
C -1.160 5.290 -0.054
C -0.910 5.771 1.222
C -0.552 4.877 2.219
C -0.441 3.540 1.896
N -0.667 3.072 0.658
C -1.675 1.417 -2.980
C -0.230 1.264 -3.405
C 0.125 1.314 -4.739
C 1.456 1.155 -5.091
C 2.397 0.966 -4.092
C 1.962 0.931 -2.783
N 0.672 1.068 -2.436
H -3.142 2.378 -0.106
H -3.702 2.825 -1.706
H -4.116 0.478 -2.291
H -5.025 1.111 -0.971
H -5.711 -1.112 -0.514
H -5.249 -3.178 0.788
H -2.913 -3.573 1.627
H -1.197 -1.897 1.111
H -1.968 4.006 -2.217
H -0.328 3.388 -2.218
H -1.457 5.958 -0.855
H -0.998 6.830 1.436
H -0.367 5.206 3.233
H -0.157 2.800 2.631
H -2.211 2.028 -3.712
H -2.147 0.436 -2.987
H -0.634 1.488 -5.495
H 1.755 1.192 -6.131
H 3.449 0.854 -4.319
H 2.666 0.781 -1.976
O 2.396 -5.812 -3.640
N 2.946 -5.661 -2.561
O 3.613 -6.498 -1.993
C 2.660 -4.393 -1.835
C 3.589 -3.989 -0.964
C 3.446 -2.741 -0.280
C 4.428 -2.266 0.608
C 4.251 -1.054 1.213
C 3.098 -0.326 0.914
N 2.166 -0.748 0.076
C 2.318 -1.958 -0.503
C 1.271 -2.452 -1.375
N 0.140 -1.716 -1.462
C -0.823 -2.137 -2.261
C -0.731 -3.298 -3.025
C 0.398 -4.064 -2.929
C 1.445 -3.652 -2.079
H 4.465 -4.602 -0.798
H 5.311 -2.866 0.802
H 4.979 -0.654 1.908
H 2.928 0.635 1.381
H -1.732 -1.548 -2.283
H -1.552 -3.593 -3.667
H 0.490 -4.975 -3.497
C 1.000 -1.174 5.316
C 0.832 0.299 4.914
C 2.135 1.067 5.185
C -0.321 0.931 5.709
C 0.524 0.376 3.472
C 0.273 0.420 2.278
H 1.206 -1.239 6.387
H 1.830 -1.635 4.776
H 0.091 -1.743 5.106
H 2.380 1.010 6.249
H 2.036 2.120 4.912
H 2.967 0.639 4.620
H -0.121 0.842 6.780
H -1.266 0.430 5.492
H -0.429 1.991 5.469
```

=====

Record 2
# C37H36N9O4SW

C37H36N9O4SW as an isolated structure (wB97M-V/def2-TZVPD, the Open Molecules 2025 dataset).

Summary:
Total energy (eV): -73192.8367
Kohn-Sham gap (eV): 4.875
Charge: +3
M (g/mol): 886.661

```
88
C37H36N9O4SW, DFT wB97M-V/def2-TZVPD
W 0.406 -0.419 -0.083
C 0.396 -1.240 -3.810
C -1.005 -0.772 -3.526
C -2.017 -1.244 -4.357
C -3.320 -0.801 -4.234
C -3.625 0.181 -3.303
C -2.651 0.698 -2.462
C -3.019 1.877 -1.601
C -1.348 0.169 -2.540
N -0.390 0.651 -1.565
C -0.138 2.062 -1.632
O -0.152 2.707 -2.634
C 0.120 2.608 -0.275
C 0.231 3.940 0.065
C 0.483 4.261 1.398
C 0.646 3.244 2.336
C 0.539 1.940 1.896
N 0.249 1.645 0.633
C 0.761 0.713 2.698
O 0.947 0.662 3.869
N 0.731 -0.449 1.836
C 1.035 -1.696 2.576
C -0.017 -2.427 3.132
C -1.438 -1.945 3.193
C 0.298 -3.635 3.749
C 1.606 -4.083 3.818
C 2.635 -3.282 3.347
C 2.376 -2.054 2.752
C 3.523 -1.129 2.457
H 0.460 -1.564 -4.846
H 0.686 -2.100 -3.202
H 1.129 -0.452 -3.656
H -1.764 -1.957 -5.131
H -4.090 -1.184 -4.891
H -4.628 0.586 -3.253
H -4.073 1.842 -1.328
H -2.872 2.798 -2.171
H -2.431 1.962 -0.689
H 0.126 4.698 -0.701
H 0.568 5.297 1.699
H 0.867 3.442 3.377
H -1.512 -0.901 2.913
H -1.798 -2.029 4.217
H -2.105 -2.541 2.565
H -0.498 -4.213 4.203
H 1.830 -5.028 4.295
H 3.664 -3.589 3.487
H 4.317 -1.632 1.910
H 3.941 -0.790 3.407
H 3.235 -0.246 1.888
N 5.096 1.688 -6.313
C 4.631 1.268 -5.139
C 5.380 0.352 -4.353
C 4.916 -0.065 -3.144
C 3.670 0.419 -2.671
C 2.905 1.323 -3.444
C 3.377 1.736 -4.653
S 3.159 -0.122 -1.182
O 2.227 0.869 -0.523
O 4.206 -0.699 -0.416
N 1.882 -1.206 -1.239
C 1.900 -2.533 -0.839
N 2.754 -3.453 -1.173
C 2.487 -4.661 -0.657
C 1.378 -4.908 0.154
C 0.543 -3.854 0.446
N 0.820 -2.640 -0.061
H 5.990 1.380 -6.659
H 4.589 2.353 -6.873
H 6.336 -0.003 -4.716
H 5.497 -0.749 -2.541
H 1.962 1.706 -3.087
H 2.807 2.441 -5.242
H 3.185 -5.450 -0.910
H 1.180 -5.894 0.547
H -0.327 -3.948 1.079
C -2.927 0.378 1.328
C -2.708 -0.774 0.414
N -1.566 -1.276 -0.089
C -1.919 -2.357 -0.902
C -3.257 -2.512 -0.857
N -3.722 -1.523 -0.022
H -2.007 0.924 1.519
H -3.330 0.034 2.280
H -3.650 1.068 0.896
H -1.203 -2.906 -1.483
H -3.904 -3.222 -1.341
H -4.690 -1.378 0.229
```

=====

Record 3
# C37H37AuN3PS

C37H37AuN3PS as an isolated structure (wB97M-V/def2-TZVPD, the Open Molecules 2025 dataset).

Summary:
Total energy (eV): -67255.2769
Kohn-Sham gap (alpha / beta) (eV): 8.265 / 6.085
Spin multiplicity: 3
Charge: 0
M (g/mol): 783.732

```
80
C37H37AuN3PS, DFT wB97M-V/def2-TZVPD
Au -0.486 -0.729 -0.671
C -1.004 -2.055 6.961
C 0.017 -2.515 6.144
C 0.073 -2.121 4.816
C -0.897 -1.277 4.279
C -1.923 -0.827 5.110
C -1.974 -1.209 6.441
P -0.733 -0.832 2.509
C -1.783 0.673 2.444
C -1.296 1.826 3.056
C -2.004 3.014 3.005
C -3.208 3.077 2.318
C -3.697 1.939 1.693
C -2.994 0.745 1.758
C -1.767 -2.099 1.683
C -2.622 -2.961 2.368
C -3.388 -3.882 1.669
C -3.305 -3.924 0.285
C -2.456 -3.061 -0.394
C -1.658 -2.135 0.281
H -1.041 -2.348 8.003
H 0.779 -3.172 6.546
H 0.887 -2.466 4.188
H -2.687 -0.173 4.710
H -2.776 -0.848 7.074
H -0.347 1.797 3.582
H -1.610 3.897 3.493
H -3.759 4.007 2.268
H -4.634 1.976 1.152
H -3.384 -0.132 1.259
H -2.684 -2.917 3.448
H -4.046 -4.558 2.199
H -3.902 -4.636 -0.272
H -2.415 -3.117 -1.475
C -0.279 -0.613 -4.440
C -0.940 0.770 -4.393
C -2.281 0.743 -3.658
C 0.025 1.815 -3.883
C 0.628 2.682 -4.774
C 1.526 3.654 -4.355
C 1.848 3.793 -3.011
C 1.304 2.957 -2.056
C 1.662 3.109 -0.596
C 0.450 3.419 0.286
C 2.459 1.914 -0.067
C 0.394 1.933 -2.500
N -0.036 1.069 -1.600
H -0.978 -1.350 -4.836
H 0.020 -0.947 -3.444
H 0.610 -0.607 -5.073
H -1.154 1.064 -5.425
H -2.205 0.293 -2.668
H -2.991 0.150 -4.237
H -2.694 1.746 -3.545
H 0.379 2.601 -5.825
H 1.972 4.321 -5.082
H 2.541 4.565 -2.698
H 2.327 3.979 -0.556
H -0.240 2.576 0.335
H -0.100 4.288 -0.080
H 0.778 3.627 1.305
H 1.850 1.013 0.005
H 2.827 2.142 0.935
H 3.321 1.691 -0.702
N 1.333 -3.484 0.566
C 2.223 -2.853 -0.214
N 1.936 -1.819 -0.945
C 3.038 -1.404 -1.672
C 3.054 -0.339 -2.571
C 4.233 -0.031 -3.224
C 5.396 -0.767 -2.996
C 5.395 -1.833 -2.113
C 4.212 -2.142 -1.460
S 3.885 -3.422 -0.313
H 0.384 -3.132 0.601
H 1.603 -4.234 1.173
H 2.154 0.225 -2.747
H 4.252 0.796 -3.923
H 6.308 -0.506 -3.516
H 6.295 -2.407 -1.940
```

=====

Record 4
# C37H37Cl3O2OsP2

C37H37Cl3O2OsP2 as an isolated structure in a non-equilibrium geometry (wB97M-V/def2-TZVPD, the Open Molecules 2025 dataset).

Summary:
Total energy (eV): -101650.2739
Kohn-Sham gap (alpha / beta) (eV): 6.199 / 4.085
Spin multiplicity: 5
Charge: +2
M (g/mol): 872.238

```
82
C37H37Cl3O2OsP2, DFT wB97M-V/def2-TZVPD
Os -0.243 0.315 -1.255
C -1.915 0.894 -2.781
C -1.394 -0.403 -2.615
C -0.427 -0.946 -3.595
C 0.836 -0.062 -3.674
C 1.224 0.719 -2.448
C 0.580 1.948 -1.988
C -0.252 2.773 -2.892
C -1.358 1.980 -3.629
C 1.231 -0.310 1.818
H -3.028 0.940 -2.652
H -2.136 -1.127 -2.221
H -0.920 -0.958 -4.562
H -0.173 -1.978 -3.339
H 1.675 -0.746 -3.913
H 0.745 0.673 -4.483
H 2.299 0.622 -2.248
H 1.155 2.633 -1.333
H 0.390 3.246 -3.652
H -0.776 3.589 -2.356
H -2.146 2.703 -3.904
H -0.954 1.594 -4.573
H 0.949 0.728 2.018
H 1.844 -0.679 2.638
H 0.318 -0.871 1.782
P -1.664 -1.123 0.004
P 2.245 -0.487 0.351
C -0.002 -1.971 -0.745
C 1.349 -1.736 -0.640
C -2.183 -2.406 0.982
C -2.533 -3.591 0.309
C -3.346 -4.475 0.987
C -3.730 -4.208 2.311
C -3.290 -3.052 2.981
C -2.497 -2.123 2.326
C -3.026 0.114 -0.176
C -2.773 1.502 -0.192
C -3.773 2.427 -0.008
C -5.095 1.988 0.021
C -5.374 0.621 -0.034
C -4.353 -0.324 -0.069
C 3.647 -1.420 0.939
C 3.372 -2.700 1.464
C 4.399 -3.429 2.084
C 5.694 -2.893 2.123
C 5.962 -1.616 1.611
C 4.938 -0.870 1.033
C 2.951 1.241 0.057
C 2.559 2.373 0.816
C 3.013 3.660 0.554
C 3.916 3.879 -0.479
C 4.371 2.801 -1.238
C 3.946 1.490 -0.938
H -0.334 -2.872 -1.272
H 2.017 -2.364 -1.258
H -2.195 -3.754 -0.705
H -3.698 -5.374 0.488
H -4.374 -4.921 2.838
H -3.583 -2.881 4.018
H -2.148 -1.191 2.778
H -1.785 1.928 -0.471
H -3.507 3.476 0.093
H -5.894 2.724 0.114
H -6.399 0.280 -0.060
H -4.548 -1.399 -0.026
H 2.363 -3.105 1.372
H 4.173 -4.415 2.520
H 6.487 -3.468 2.588
H 6.968 -1.189 1.684
H 5.138 0.117 0.631
H 1.852 2.270 1.650
H 2.638 4.467 1.188
H 4.269 4.873 -0.686
H 5.072 2.941 -2.071
H 4.379 0.642 -1.512
Cl -2.551 3.037 5.119
C -2.285 1.647 4.082
Cl -1.452 0.312 4.930
Cl -3.842 1.113 3.423
C -1.232 2.013 2.903
O -0.399 2.885 3.173
O -1.378 1.261 1.889
```

=====

Record 5
# C37H37Cl5FeN8O2PSSi

C37H37Cl5FeN8O2PSSi as an isolated structure (wB97M-V/def2-TZVPD, the Open Molecules 2025 dataset).

Summary:
Total energy (eV): -179986.9728
Kohn-Sham gap (alpha / beta) (eV): 6.703 / 6.885
Spin multiplicity: 6
Charge: 0
M (g/mol): 949.994

```
93
C37H37Cl5FeN8O2PSSi, DFT wB97M-V/def2-TZVPD
Fe -0.509 -0.177 -0.917
C 2.324 -3.422 2.922
N 1.843 -2.950 1.641
C 2.554 -2.871 0.460
C 1.721 -2.304 -0.439
N 0.495 -2.007 0.149
C 0.629 -2.428 1.384
P -1.860 -2.091 2.455
C -2.502 -3.007 1.044
N -2.647 -2.661 -0.216
C -3.202 -3.735 -0.838
C -3.395 -4.751 0.057
N -2.958 -4.286 1.259
C -2.924 -5.049 2.494
C -2.035 -0.368 1.940
N -1.974 0.222 0.747
C -2.328 1.521 0.936
C -2.586 1.735 2.258
N -2.413 0.546 2.882
C -2.398 0.394 4.328
H 3.383 -3.186 3.004
H 1.787 -2.906 3.714
H 2.179 -4.497 3.027
H 3.572 -3.205 0.388
H 1.912 -2.060 -1.466
H -3.435 -3.727 -1.890
H -3.797 -5.743 -0.057
H -3.430 -5.996 2.323
H -1.896 -5.247 2.798
H -3.434 -4.511 3.290
H -2.341 2.226 0.124
H -2.845 2.627 2.798
H -3.130 1.075 4.756
H -2.660 -0.626 4.597
H -1.400 0.634 4.690
C 7.164 1.298 2.537
C 5.678 1.111 2.407
C 5.096 0.825 1.175
C 3.723 0.676 1.047
C 2.913 0.823 2.162
C 3.472 1.100 3.401
C 4.846 1.245 3.516
S 1.140 0.489 2.056
O 0.558 1.257 3.203
O -0.239 -2.433 2.410
N 0.748 1.072 0.588
C 0.787 2.438 0.391
C 1.341 3.390 1.230
C 1.374 4.750 0.878
C 0.878 5.201 -0.313
C 0.295 4.269 -1.201
C -0.171 4.626 -2.485
C -0.670 3.668 -3.319
C -0.759 2.349 -2.841
N -0.368 1.986 -1.644
C 0.209 2.911 -0.830
H 7.689 0.899 1.669
H 7.549 0.800 3.427
H 7.417 2.357 2.619
H 5.725 0.725 0.298
H 3.275 0.463 0.087
H 2.821 1.224 4.257
H 5.282 1.473 4.482
H 1.754 3.094 2.181
H 1.824 5.449 1.572
H 0.931 6.244 -0.594
H -0.104 5.661 -2.799
H -1.010 3.900 -4.318
H -1.156 1.567 -3.477
Cl -0.920 -2.827 -2.817
C 0.127 -1.666 -3.586
C 0.597 -0.613 -2.807
C 1.586 0.142 -3.436
Cl 2.470 1.338 -2.522
C 1.964 -0.023 -4.769
Cl 3.134 1.009 -5.506
C 1.384 -1.039 -5.525
Cl 1.809 -1.252 -7.179
C 0.478 -1.899 -4.915
Cl -0.192 -3.214 -5.807
C -3.305 -0.252 -3.913
Si -3.337 0.321 -2.110
C -4.773 -0.533 -1.233
C -3.916 2.129 -2.072
H -4.310 -0.143 -4.335
H -3.013 -1.296 -3.998
H -2.622 0.331 -4.533
H -5.694 -0.029 -1.544
H -4.681 -0.435 -0.151
H -4.865 -1.590 -1.466
H -4.728 2.220 -2.800
H -3.173 2.893 -2.301
H -4.336 2.351 -1.089
```

=====

Across the entries above, energy relative to the best compared isomer or geometry (same formula, charge and spin) takes the values 0.5, 0.0, 6.0, 28.3, 0.5 kcal per mole, respectively.